Entry 1:
The following is a quantum chemistry calculation of a structure of composition C27H16F6N5O8RuS2, from OMol25.

- Relative energy (zero: lowest compared OMol25 entry of this formula, charge and spin): 0.8172 eV
- Spin multiplicity: 6
- E_LUMO (spin up / spin down): -0.803 / -2.823 eV
- Charge: 0
- Highest occupied orbital energy (spin up / spin down): -6.0 / -9.1 eV

Positions of all 65 atoms, in Å:
1 Ru -0.2161 -0.4749 0.0376
2 C -0.4744 0.1666 -4.3029
3 C -0.8349 -0.0045 -2.9546
4 N 0.0500 -0.0141 -1.9847
5 C 1.3877 0.1364 -2.2773
6 C 1.8210 0.2933 -3.5987
7 C 0.8405 0.3147 -4.6155
8 C 3.2100 0.3830 -3.8690
9 C 4.0990 0.2691 -2.8455
10 C 3.6676 0.1076 -1.5116
11 C 2.3304 0.0898 -1.1969
12 N 1.7663 -0.0305 0.0642
13 C 2.2776 0.1322 1.3001
14 C 3.5968 0.6461 1.6202
15 C 3.9838 0.7125 2.9158
16 C 3.1144 0.3072 3.9621
17 C 1.7927 -0.1202 3.7141
18 C 0.8751 -0.4663 4.7126
19 C -0.4427 -0.8565 4.3440
20 C -0.8028 -0.8640 3.0443
21 N 0.0940 -0.5193 2.0392
22 C 1.3758 -0.1804 2.3587
23 H -1.2440 0.1712 -5.0611
24 H -1.8720 -0.1245 -2.6684
25 H 1.1538 0.4406 -5.6453
26 H 3.5464 0.5083 -4.8901
27 H 5.1616 0.2952 -3.0494
28 H 4.4108 -0.0471 -0.7464
29 H 4.2470 1.0226 0.8490
30 H 4.9642 1.0989 3.1589
31 H 3.4510 0.3673 4.9899
32 H 1.1770 -0.4289 5.7505
33 H -1.1683 -1.1350 5.0947
34 H -1.7896 -1.1428 2.7074
35 F -4.4485 0.7873 2.0878
36 C -4.7706 0.7121 0.8027
37 F -5.6712 1.6409 0.5210
38 F -5.2739 -0.4898 0.5429
39 S -3.2810 0.9368 -0.2414
40 O -2.3655 -0.0725 0.3140
41 O -3.6939 0.7271 -1.5966
42 N -2.9110 2.4152 0.0846
43 S -1.4617 2.9754 0.3268
44 O -1.3413 4.3117 -0.1460
45 O -0.4252 2.0192 -0.0313
46 C -1.3631 3.0922 2.1529
47 F -2.2211 4.0030 2.5948
48 F -0.1246 3.4472 2.4913
49 F -1.6441 1.9218 2.7173
50 O -0.8591 -2.6457 0.4469
51 C 0.0235 -3.1640 -0.2937
52 O 0.7824 -2.4621 -1.0044
53 C 0.1568 -4.6552 -0.2965
54 C 1.2500 -5.2666 -0.8972
55 C 1.3729 -6.6490 -0.8857
56 C 0.3968 -7.4287 -0.2834
57 C -0.6815 -6.7931 0.3010
58 C -0.8238 -5.4223 0.3159
59 N -1.7314 -7.6236 0.9433
60 O -2.6272 -7.0454 1.5202
61 O -1.5685 -8.8266 0.9439
62 H 1.9944 -4.6417 -1.3731
63 H 2.2274 -7.1245 -1.3478
64 H 0.4581 -8.5067 -0.2602
65 H -1.6727 -4.9560 0.7937


Entry 2:
The following is a quantum chemistry calculation of a structure of composition C27H17BrF2N4O2Se2W, from OMol25.

- Relative energy (zero: lowest compared OMol25 entry of this formula, charge and spin): 3.5431 eV
- Spin multiplicity: 3
- E_LUMO (spin up / spin down): -8.315 / -8.517 eV
- Charge: +2
- Highest occupied orbital energy (spin up / spin down): -14.0 / -14.1 eV

Positions of all 56 atoms, in Å:
1 W -0.0756 0.2924 -0.4138
2 F -3.9038 0.9830 3.5573
3 C -2.9392 1.5773 2.8665
4 C -2.2184 0.8246 1.9416
5 C -1.1935 1.3761 1.1629
6 C -0.9314 2.7672 1.3539
7 C -1.6416 3.4815 2.3321
8 F -1.3246 4.7486 2.6068
9 C -2.6525 2.9115 3.0844
10 C 0.1290 3.3942 0.5486
11 C 0.2854 4.7742 0.4011
12 C 1.3909 5.2778 -0.2603
13 C 2.3478 4.3917 -0.7384
14 C 2.0894 3.0405 -0.6441
15 N 0.9871 2.5281 -0.0622
16 H -2.5005 -0.2230 1.8729
17 H -3.1867 3.4868 3.8251
18 H -0.4500 5.4573 0.7890
19 H 1.5150 6.3420 -0.3857
20 H 3.2610 4.7404 -1.1943
21 H 2.8162 2.3307 -1.0361
22 Br -1.4662 1.9107 -1.8935
23 C -2.8117 -1.3681 -1.9401
24 C -3.7014 -2.5625 -2.0027
25 C -3.6874 -3.5180 -1.0382
26 C -2.8045 -3.3909 0.0530
27 C -2.0204 -2.2446 0.1394
28 N -2.0272 -1.2340 -0.7244
29 C -0.9774 -2.0785 1.2318
30 O -0.8763 -2.7623 2.2032
31 O -0.1678 -1.0707 0.8943
32 H -4.3774 -2.6225 -2.8412
33 H -4.3389 -4.3759 -1.1024
34 H -2.7082 -4.1576 0.8052
35 Se 1.8323 -1.9776 -0.9860
36 Se 1.7199 0.4825 -2.7383
37 C 0.3204 -0.4885 -3.6088
38 C 0.1599 -0.7323 -4.9622
39 C -1.0568 -1.2638 -5.3724
40 C -2.0701 -1.5081 -4.4456
41 C -1.8078 -1.2662 -3.1095
42 N -0.6212 -0.7988 -2.7082
43 C 2.7288 -1.0279 0.3958
44 C 3.8962 -1.4830 0.9961
45 C 4.4249 -0.7525 2.0458
46 C 3.7645 0.4007 2.4638
47 C 2.6170 0.7942 1.8046
48 N 2.1027 0.1119 0.7679
49 H 0.9447 -0.4822 -5.6578
50 H -1.2343 -1.4510 -6.4213
51 H -3.0355 -1.8565 -4.7703
52 H -3.4420 -0.4616 -2.0463
53 H 4.3604 -2.3915 0.6424
54 H 5.3286 -1.0737 2.5392
55 H 4.1299 0.9861 3.2912
56 H 2.0873 1.6925 2.1016


Entry 3:
The following is a quantum chemistry calculation of a structure of composition C27H17Cl3NO2OsS3, from OMol25.

- Relative energy (zero: lowest compared OMol25 entry of this formula, charge and spin): 0.0000 eV
- E_LUMO (spin up / spin down): -4.872 / -4.871 eV
- Charge: +1
- Highest occupied orbital energy (spin up / spin down): -11.4 / -11.4 eV

Positions of all 54 atoms, in Å:
1 Os -0.1451 1.2421 0.6527
2 Cl -5.2790 -1.8615 -3.0148
3 C -3.8046 -1.1772 -2.4389
4 C -3.7537 -0.6591 -1.1562
5 C -2.5510 -0.1124 -0.7568
6 Cl -2.3526 0.5440 0.8649
7 C -1.4228 -0.0538 -1.5431
8 O -0.2818 0.5136 -1.1134
9 C -1.5011 -0.6072 -2.8231
10 Cl -0.0994 -0.5997 -3.8165
11 C -2.6867 -1.1595 -3.2698
12 H -4.6169 -0.6822 -0.5060
13 H -2.7413 -1.5792 -4.2643
14 C -0.7039 3.1990 1.0411
15 C -0.8470 3.3113 -0.4277
16 C -2.1004 3.1594 -1.0432
17 C -2.1935 3.0995 -2.4172
18 C -1.0313 3.1887 -3.1877
19 C 0.2102 3.4275 -2.5984
20 C 0.2958 3.4998 -1.2248
21 C -1.1232 3.0058 -4.6104
22 N -1.1895 2.8293 -5.7432
23 H -1.6069 3.3120 1.6345
24 H 0.1343 3.7463 1.4714
25 H -2.9899 3.0829 -0.4315
26 H -3.1513 2.9831 -2.9059
27 H 1.0866 3.5506 -3.2186
28 H 1.2492 3.6954 -0.7475
29 O 0.7772 0.1934 1.8299
30 C 1.4354 -1.1178 1.8337
31 C 2.2795 -1.1853 0.5791
32 C 2.9275 -0.1452 -0.0243
33 C 3.6977 -0.5525 -1.1435
34 C 3.6299 -1.8966 -1.3488
35 S 2.6141 -2.6667 -0.2154
36 C 0.3564 -2.1696 1.8524
37 C -0.4858 -2.4963 0.8241
38 C -1.4372 -3.4803 1.1861
39 C -1.2860 -3.8829 2.4811
40 S -0.0048 -3.0783 3.2616
41 C 2.2715 -1.1354 3.0879
42 C 1.9728 -0.5562 4.2862
43 C 2.9649 -0.8034 5.2704
44 C 3.9883 -1.5610 4.7901
45 S 3.7724 -1.9669 3.1469
46 H 2.8904 0.8748 0.3401
47 H 4.2921 0.1156 -1.7488
48 H 4.1195 -2.4765 -2.1145
49 H -0.4013 -2.0671 -0.1655
50 H -2.1772 -3.8908 0.5143
51 H -1.8563 -4.6295 3.0106
52 H 1.0732 0.0169 4.4588
53 H 2.9178 -0.4374 6.2851
54 H 4.8646 -1.9035 5.3164


Entry 4:
The following is a quantum chemistry calculation of a structure of composition C27H17Cl5IN3O2PtS, from OMol25.

- Spin multiplicity: 3
- E_LUMO (spin up / spin down): -1.247 / -2.296 eV
- Charge: 0
- Highest occupied orbital energy (spin up / spin down): -7.4 / -7.6 eV

Positions of all 57 atoms, in Å:
1 Pt -0.4118 0.0290 -1.1193
2 C 4.7413 3.0086 2.5300
3 C 3.8209 2.2993 1.5552
4 C 4.4267 1.1904 0.8111
5 C 3.8802 0.2822 -0.0029
6 C 2.5117 0.0825 -0.4757
7 C 1.3417 0.7094 -0.4147
8 C 2.5767 2.6985 1.3897
9 S 2.2705 -1.6414 -0.8791
10 O 2.1762 -2.3343 0.3787
11 O 3.2974 -2.0855 -1.7845
12 N 0.8323 -1.5328 -1.6289
13 C 0.1487 -2.7479 -1.7662
14 C 0.7176 -4.0004 -1.8623
15 C -0.0844 -5.1382 -2.0563
16 C -1.4445 -5.0500 -2.1604
17 C -2.0617 -3.7853 -2.0597
18 C -3.4593 -3.5972 -2.1309
19 C -3.9826 -2.3453 -2.0048
20 C -3.1169 -1.2593 -1.7935
21 N -1.8117 -1.3950 -1.7150
22 C -1.2599 -2.6459 -1.8555
23 H 5.4047 2.2942 3.0181
24 H 4.1727 3.5392 3.2903
25 H 5.3589 3.7345 1.9979
26 H 5.4860 1.0555 1.0072
27 H 4.5456 -0.5006 -0.3512
28 H 1.2773 3.2134 -0.6683
29 H 0.2395 3.6317 0.9809
30 H 1.7898 -4.1129 -1.7911
31 H 0.3999 -6.1027 -2.1344
32 H -2.0571 -5.9283 -2.3156
33 H -4.0995 -4.4575 -2.2836
34 H -5.0466 -2.1645 -2.0564
35 H -3.5033 -0.2601 -1.6829
36 I -2.7550 -1.9283 6.1430
37 C -1.6667 -0.8050 4.7667
38 C -0.8164 0.2040 5.1866
39 C -0.1189 0.9075 4.2195
40 C -0.3230 0.5932 2.8842
41 N -1.1491 -0.3658 2.4805
42 C -1.7903 -1.0657 3.4078
43 H -0.7013 0.4321 6.2374
44 H 0.5914 1.6760 4.4957
45 H 0.1046 1.2199 2.1089
46 H -2.4418 -1.8575 3.0561
47 Cl -4.0312 1.9605 -0.9354
48 C -2.7722 2.7213 -1.8064
49 C -1.3397 2.4820 -1.5812
50 C -0.6746 1.9895 -0.4965
51 Cl 0.8944 2.3919 0.3956
52 C -0.7083 3.4645 -2.4880
53 Cl 0.9917 3.7864 -2.4595
54 C -1.6256 4.1567 -3.1801
55 Cl -1.3867 5.3967 -4.3188
56 C -2.9406 3.6784 -2.7423
57 Cl -4.4175 4.2784 -3.3396


Maximum force in eV/Å, matching the order above: 0.881; 2.075; 1.206; 3.528